{"formula": "C13H23Cl3IrNO4P2", "method": "ωB97M-V/def2-TZVPD", "elements": ["Ir", "P", "C", "C", "N", "C", "C", "C", "C", "C", "P", "H", "H", "H", "H", "H", "H", "H", "H", "O", "H", "H", "O", "H", "C", "H", "H", "H", "C", "H", "H", "H", "C", "H", "H", "H", "C", "H", "H", "H", "Cl", "C", "Cl", "Cl", "C", "O", "O"], "positions_angstrom": [[0.2070, 0.7717, 0.9959], [-1.8172, 0.2176, 0.4293], [-2.0283, 1.0445, -1.2240], [-0.7220, 1.3435, -1.8637], [0.3523, 1.2982, -1.0511], [1.5857, 1.4664, -1.5525], [1.7377, 2.1579, -2.7448], [0.6062, 2.4013, -3.5261], [-0.6244, 1.9150, -3.1269], [2.6958, 0.9730, -0.7128], [2.0246, -0.3972, 0.4096], [-1.5378, 1.9878, -3.7323], [2.7240, 2.5044, -3.0192], [0.6873, 2.9733, -4.4460], [3.4896, 0.5431, -1.3222], [3.0960, 1.7642, -0.0643], [-2.7019, 0.4636, -1.8368], [-2.4826, 2.0436, -1.0811], [-1.1292, -2.8082, -4.2524], [-1.7147, -3.4581, -4.6541], [-2.5333, -3.3141, -4.1199], [-0.4856, -3.6119, 0.4821], [0.1694, -4.2925, 0.3431], [0.2026, -4.6845, 1.2407], [2.4940, -1.8424, -0.5820], [3.4009, -1.6035, -1.1638], [2.7185, -2.6825, 0.0928], [1.6990, -2.1147, -1.2846], [3.3289, -0.4994, 1.6732], [3.2129, -1.4763, 2.1579], [4.3108, -0.4325, 1.1871], [3.2076, 0.3076, 2.4022], [-2.9673, 1.4206, 1.1548], [-3.8395, 1.4515, 0.4953], [-3.2218, 1.1477, 2.1735], [-2.4365, 2.3709, 1.1246], [-2.7455, -1.3289, 0.5737], [-2.9488, -1.4795, 1.6495], [-3.6887, -1.2162, 0.0103], [-2.1772, -2.1817, 0.1657], [-0.1714, 0.8003, 6.1234], [-0.3629, 0.4956, 4.4081], [0.7808, -0.8026, 3.9492], [-2.0332, -0.0571, 4.0776], [-0.1851, 1.8408, 3.5647], [-0.9053, 2.7650, 3.8765], [0.7290, 1.8146, 2.5999]], "total_charge": 3, "energy_ha": -3031.1857, "orbital_gap_ev": [6.6676, 2.6003], "homo_energy_ev": [-17.99, -17.99], "s_squared": 8.7818, "de_lowest_kcal_mol": 38.4, "spin_multiplicity": 6}